1.
Entry from the OMol25 dataset: a 5-piece molecular cluster, C27H61F4O4P overall (the ωB97M-V functional and the def2-TZVPD basis).

Summary:
Highest occupied orbital energy, Eh: -0.3994
Orbital gap, eV: 11.218
DFT total energy, Ha: -2107.28913
LUMO, Ha: 0.0129
SMILES: C[C@H](F)O[P@@](=O)(O)OC(F)(F)F.CCCCCC.CCCCCC.CCCCCC.CCCCCC

Element x y z (Å)
C 0.69 -1.84 -5.36
C 1.92 -1.42 -4.61
F 3.02 -2.10 -5.06
O 1.83 -1.78 -3.22
P 1.19 -0.77 -2.20
O 0.02 -0.01 -2.64
O 1.02 -1.68 -0.91
O 2.44 0.21 -1.86
C 3.32 0.04 -0.84
F 3.89 -1.17 -0.87
F 2.74 0.20 0.35
F 4.27 0.96 -0.97
H -0.14 -1.18 -5.12
H 0.90 -1.78 -6.43
H 0.43 -2.87 -5.10
H 2.14 -0.35 -4.69
H 0.13 -1.52 -0.54
C -1.37 3.87 4.09
C 0.04 3.66 4.62
C 1.12 3.75 3.54
C 0.99 2.73 2.41
C 0.95 1.27 2.86
C 2.21 0.83 3.60
H -1.65 3.11 3.36
H -2.10 3.84 4.89
H -1.45 4.85 3.60
H 0.10 2.69 5.12
H 0.26 4.40 5.39
H 2.11 3.64 4.01
H 1.10 4.75 3.11
H 1.82 2.86 1.72
H 0.08 2.94 1.83
H 0.81 0.64 1.98
H 0.08 1.09 3.50
H 3.10 0.97 2.97
H 2.16 -0.23 3.86
H 2.36 1.39 4.52
C -2.31 8.29 3.05
C -2.87 7.56 4.27
C -4.00 6.59 3.93
C -5.24 7.22 3.30
C -5.88 8.33 4.13
C -6.36 7.86 5.50
H -3.07 8.91 2.57
H -1.49 8.95 3.33
H -1.94 7.58 2.31
H -3.22 8.29 5.01
H -2.07 7.00 4.76
H -4.28 6.04 4.83
H -3.61 5.83 3.24
H -5.98 6.43 3.12
H -4.98 7.62 2.31
H -6.73 8.73 3.57
H -5.18 9.16 4.25
H -7.08 7.04 5.40
H -6.85 8.67 6.04
H -5.53 7.50 6.11
C -2.50 -4.68 -3.97
C -2.02 -4.76 -5.41
C -2.51 -3.61 -6.28
C -4.03 -3.52 -6.44
C -4.69 -4.78 -6.99
C -4.20 -5.16 -8.38
H -3.59 -4.73 -3.90
H -2.09 -5.50 -3.37
H -2.18 -3.74 -3.51
H -2.32 -5.72 -5.85
H -0.92 -4.77 -5.43
H -2.05 -3.69 -7.27
H -2.15 -2.67 -5.86
H -4.26 -2.68 -7.09
H -4.48 -3.28 -5.47
H -5.77 -4.62 -7.03
H -4.54 -5.62 -6.31
H -4.36 -4.35 -9.09
H -4.73 -6.04 -8.76
H -3.13 -5.40 -8.38
C 3.44 -4.52 0.27
C 4.32 -4.21 1.49
C 5.75 -3.82 1.12
C 6.53 -4.90 0.36
C 6.61 -6.25 1.06
C 7.30 -6.19 2.43
H 3.82 -5.37 -0.29
H 2.42 -4.74 0.58
H 3.40 -3.66 -0.40
H 4.32 -5.07 2.16
H 3.87 -3.38 2.05
H 6.29 -3.56 2.03
H 5.73 -2.92 0.51
H 7.55 -4.53 0.18
H 6.08 -5.04 -0.63
H 7.15 -6.95 0.42
H 5.61 -6.67 1.18
H 8.31 -5.79 2.33
H 7.37 -7.18 2.88
H 6.75 -5.55 3.12

2.
Entry from the OMol25 dataset: C4H12FInO4 as an isolated structure at a distorted geometry (the ωB97M-V functional and the def2-TZVPD basis).

Summary:
Highest occupied orbital energy, Eh: -0.5675
Orbital gap, eV: 1.424
DFT total energy, Ha: -749.51833
LUMO, Ha: -0.5152
ΔE to the lowest compared entry with this formula, charge and spin, kcal/mol: 128.4
Total charge: +2

Element x y z (Å)
In 19.33 19.64 14.65
F 22.43 16.01 17.01
C 16.70 17.48 20.52
C 15.75 16.93 19.41
O 16.51 16.39 18.27
O 17.22 18.72 20.09
H 17.57 16.87 20.78
H 16.12 17.77 21.39
H 15.11 17.74 19.06
H 15.17 16.12 19.84
H 16.21 15.48 18.23
H 17.47 19.22 20.87
C 14.58 22.01 11.17
C 14.06 20.52 11.22
O 14.42 19.77 12.35
O 15.95 22.02 11.22
H 14.12 22.64 11.93
H 14.36 22.54 10.24
H 14.55 20.00 10.39
H 13.00 20.46 10.98
H 13.65 19.42 12.79
H 16.36 22.88 11.05